{
  "formula": "C36H48BCl3FN3O9PS",
  "method": "ωB97M-V with the def2-TZVPD basis set",
  "species": ["C", "C", "C", "C", "C", "Cl", "C", "C", "Cl", "N", "N", "C", "C", "C", "O", "C", "C", "S", "C", "C", "C", "Cl", "N", "B", "C", "O", "C", "F", "P", "C", "O", "H", "H", "H", "H", "H", "H", "H", "H", "H", "H", "H", "H", "H", "H", "H", "H", "H", "H", "H", "H", "H", "H", "H", "H", "H", "H", "H", "H", "H", "H", "H", "H", "H", "H", "H", "H", "C", "C", "C", "O", "C", "C", "C", "O", "H", "H", "H", "H", "C", "C", "C", "O", "C", "C", "C", "O", "H", "H", "H", "H", "C", "C", "C", "O", "C", "C", "C", "O", "H", "H", "H", "H"],
  "coordinates": [[-2.761, 1.899, -1.697], [-1.925, 0.608, -1.914], [-0.880, 0.508, -0.773], [-0.454, -0.881, -0.262], [0.243, -1.677, -1.430], [0.908, -0.751, -2.810], [-0.493, -2.918, -1.966], [-1.391, -2.713, -3.187], [0.861, -4.030, -2.533], [-1.526, -1.605, 0.433], [-2.837, -1.428, 0.097], [-3.557, -2.414, -0.697], [-3.546, -0.375, 0.623], [-4.902, -0.044, 0.018], [-3.138, 0.323, 1.478], [-1.196, -2.782, 1.220], [-1.743, -2.913, 2.677], [-3.413, -2.324, 3.062], [-3.135, -0.960, 4.227], [-2.538, -1.405, 5.593], [0.338, -3.086, 1.258], [0.852, -4.265, 2.473], [1.081, -1.819, 1.559], [2.614, -2.156, 1.397], [3.540, -2.101, 2.672], [3.166, -2.558, 0.235], [0.562, -0.590, 0.899], [-0.213, 0.028, 1.876], [2.032, 0.543, 0.643], [2.381, 1.106, 2.379], [1.715, 2.003, -0.025], [-2.224, 2.769, -2.058], [-3.079, 2.004, -0.664], [-3.673, 1.788, -2.282], [-1.441, 0.759, -2.872], [-2.612, -0.224, -2.009], [-0.045, 1.099, -1.133], [-1.301, 1.070, 0.055], [1.157, -2.080, -1.001], [-0.976, -3.525, -1.212], [-2.203, -3.424, -3.177], [-0.827, -2.951, -4.082], [-1.776, -1.709, -3.326], [-3.787, -2.090, -1.713], [-4.522, -2.598, -0.232], [-3.083, -3.388, -0.776], [-4.865, -0.170, -1.063], [-5.207, 0.942, 0.323], [-5.597, -0.797, 0.391], [-1.591, -3.671, 0.708], [-1.059, -2.436, 3.378], [-1.808, -3.972, 2.883], [-4.056, -0.402, 4.335], [-2.438, -0.260, 3.775], [-3.208, -1.072, 6.380], [-2.380, -2.477, 5.604], [-1.614, -0.859, 5.759], [0.594, -3.526, 0.300], [0.967, -1.668, 2.568], [4.205, -1.244, 2.617], [2.948, -2.087, 3.590], [4.086, -3.042, 2.668], [3.107, -1.864, -0.447], [3.423, 1.370, 2.491], [2.086, 0.293, 3.039], [1.730, 1.942, 2.625], [1.154, 2.513, 0.585], [4.615, 3.270, 5.219], [5.531, 4.232, 5.291], [5.187, 5.647, 4.991], [6.020, 6.521, 5.054], [3.783, 5.942, 4.609], [2.869, 4.977, 4.539], [3.215, 3.568, 4.838], [2.379, 2.684, 4.770], [4.846, 2.234, 5.433], [6.559, 4.035, 5.569], [3.551, 6.977, 4.393], [1.841, 5.173, 4.261], [-4.218, -5.350, -7.709], [-4.170, -5.104, -6.403], [-3.858, -3.750, -5.887], [-3.812, -3.525, -4.692], [-3.602, -2.680, -6.879], [-3.648, -2.923, -8.186], [-3.962, -4.279, -8.706], [-4.006, -4.501, -9.894], [-4.444, -6.331, -8.106], [-4.355, -5.871, -5.661], [-3.376, -1.698, -6.481], [-3.464, -2.155, -8.926], [4.045, 4.272, -1.441], [3.722, 4.951, -0.344], [4.301, 6.288, -0.065], [4.004, 6.900, 0.940], [5.254, 6.841, -1.057], [5.578, 6.163, -2.156], [5.000, 4.824, -2.435], [5.291, 4.204, -3.434], [3.632, 3.294, -1.659], [3.028, 4.565, 0.392], [5.665, 7.817, -0.836], [6.272, 6.549, -2.891]],
  "forces_ev_per_angstrom": [[-0.2564, -0.9709, -0.3851], [-0.2423, 1.0446, 0.3328], [-1.1402, 0.2110, -0.2387], [0.2010, 0.5227, -0.7389], [0.3779, -0.7853, 0.6678], [-0.0931, 0.2179, 0.2814], [0.7256, 0.0385, -1.3142], [0.0956, -0.2906, 0.0186], [-0.1950, -0.1552, 0.3800], [1.1347, -0.0305, 0.2089], [-0.4026, -0.6879, -0.7976], [-0.6537, -0.0662, -0.3391], [-1.5715, -0.1486, -1.3972], [0.4540, -1.5607, -0.3150], [1.7573, 1.8322, 2.2394], [-0.3856, -1.2056, 0.7970], [-0.3314, 0.8671, -0.2314], [-0.5713, 0.0126, 0.0476], [1.2472, -0.1133, 0.2292], [-0.5692, 0.7494, -0.6512], [-1.5469, 0.3821, -0.4721], [-0.0206, 0.0066, -0.1698], [0.6736, -0.6375, -0.0903], [2.0378, 0.0980, 0.6244], [-1.5811, -0.5493, -0.1319], [-0.6126, 0.6614, -0.3137], [-1.6785, 1.7670, 0.0215], [0.0053, -0.2915, 0.4317], [2.4449, 0.2042, -0.3924], [-1.1857, -0.9252, -0.8031], [-0.7823, -0.4944, 0.3988], [0.0426, 0.2336, 0.1993], [0.1557, 0.2192, 0.1336], [-0.0637, 0.3097, -0.1695], [0.2200, -0.4190, -0.1509], [0.1365, -0.2297, 0.1609], [0.3597, -0.3945, 0.1514], [0.0313, -0.1806, 0.3161], [0.0140, -0.0686, -0.0115], [-0.0813, 0.3361, 0.2632], [-0.2475, -0.0124, 0.1209], [0.1565, 0.1488, -0.1350], [-0.0886, 0.0893, 0.3256], [0.2878, 0.1131, -0.1085], [-0.0371, -0.1176, 0.1564], [0.3761, 0.1293, 0.2164], [-0.2155, 0.2534, -0.0734], [0.0311, 0.2101, 0.0625], [-0.3045, 0.1457, 0.0263], [-0.0703, 0.0041, -0.0145], [-0.0154, -0.0561, 0.2042], [0.3834, -0.2047, 0.1467], [-0.3682, -0.2494, -0.0912], [-0.0778, 0.0433, -0.3622], [-0.0723, -0.4153, 0.2495], [0.0236, -0.0828, 0.3253], [0.2886, -0.2100, 0.0613], [0.6608, 0.3687, -0.0345], [-0.1496, 0.1352, -0.0865], [0.2127, -0.0408, 0.0325], [0.2705, 0.2328, 0.1856], [0.4002, 0.0982, -0.0007], [-0.0171, -0.5274, -0.2128], [0.1329, -0.0302, -0.0217], [0.3478, 0.1128, 0.4255], [0.0209, 0.1086, 0.0963], [0.0566, 0.1859, -0.3303], [0.0334, -0.0202, -0.0029], [0.0056, -0.0875, -0.0110], [0.0449, 0.0904, 0.0077], [-0.0223, -0.0504, -0.0013], [-0.0848, 0.0028, -0.0319], [0.0155, 0.0102, -0.0110], [-0.0572, 0.0458, 0.0829], [0.0890, 0.0818, 0.0228], [-0.0347, -0.0005, 0.0225], [0.0066, 0.0467, -0.0003], [0.0479, 0.0043, -0.0209], [-0.0083, -0.0210, 0.0240], [-0.0060, -0.0348, 0.0708], [0.0054, -0.0379, -0.0174], [-0.0388, -0.0221, 0.0063], [-0.1231, 0.0106, -0.1091], [0.0100, 0.0268, -0.0211], [0.0191, 0.0652, 0.0508], [-0.0131, -0.0304, -0.0991], [0.0086, 0.0156, 0.0521], [0.0010, 0.0184, -0.0408], [0.0017, 0.0268, 0.0236], [-0.0091, -0.0115, 0.0277], [-0.0099, -0.0330, -0.0331], [-0.0616, -0.0480, 0.0857], [0.0036, -0.0901, -0.0672], [0.0036, 0.1038, 0.0841], [-0.0043, -0.0693, -0.0081], [0.0364, -0.0126, -0.0698], [-0.0136, 0.0516, 0.0675], [0.0604, 0.0222, -0.0903], [-0.0264, -0.0045, 0.0510], [0.0075, 0.0068, -0.0381], [0.0086, 0.0384, 0.0262], [-0.0226, -0.0007, 0.0361], [-0.0077, -0.0356, -0.0224]],
  "charge": 1,
  "gap_ev": 7.403
}

***

{
  "formula": "C36H48CaN11O4S",
  "method": "ωB97M-V with the def2-TZVPD basis set",
  "species": ["Ca", "C", "N", "C", "C", "N", "N", "C", "N", "N", "H", "H", "H", "H", "H", "H", "H", "H", "H", "H", "H", "C", "C", "C", "C", "C", "C", "C", "S", "O", "O", "N", "C", "C", "C", "C", "C", "C", "C", "C", "N", "C", "H", "H", "H", "H", "H", "H", "H", "H", "H", "H", "H", "H", "H", "C", "N", "C", "C", "O", "N", "C", "C", "H", "H", "H", "H", "H", "H", "H", "H", "H", "H", "H", "H", "C", "N", "N", "C", "O", "C", "C", "C", "C", "C", "C", "C", "C", "C", "H", "H", "H", "H", "H", "H", "H", "H", "H", "H", "H", "H"],
  "coordinates": [[0.105, 0.054, 0.031], [2.452, -2.563, 3.746], [2.872, -1.852, 2.551], [3.754, -2.581, 1.656], [2.305, -0.714, 2.103], [2.517, -0.123, 0.979], [1.392, -0.083, 2.996], [0.065, -0.493, 2.942], [-0.752, 0.100, 3.855], [-0.295, -1.360, 2.060], [3.331, -2.839, 4.330], [1.904, -3.469, 3.477], [1.815, -1.936, 4.360], [4.270, -3.352, 2.222], [4.513, -1.921, 1.232], [3.191, -3.050, 0.844], [3.178, -0.636, 0.406], [1.471, 0.927, 2.920], [-0.374, 0.878, 4.373], [-1.705, 0.227, 3.553], [-1.271, -1.609, 2.199], [-2.885, 7.374, -0.258], [-2.812, 5.876, -0.222], [-1.778, 5.189, -0.845], [-1.736, 3.801, -0.841], [-2.745, 3.089, -0.221], [-3.794, 3.755, 0.401], [-3.814, 5.138, 0.410], [-2.716, 1.310, -0.186], [-4.085, 0.888, -0.309], [-2.017, 0.912, 1.041], [-1.696, 0.834, -1.270], [-1.804, 0.988, -2.628], [-2.949, 1.280, -3.337], [-2.903, 1.395, -4.744], [-1.746, 1.221, -5.444], [-0.542, 0.930, -4.753], [0.697, 0.751, -5.408], [1.816, 0.491, -4.667], [1.692, 0.412, -3.268], [0.563, 0.565, -2.621], [-0.562, 0.819, -3.345], [-1.968, 7.809, -0.652], [-3.064, 7.785, 0.737], [-3.707, 7.705, -0.894], [-1.001, 5.741, -1.361], [-0.928, 3.279, -1.338], [-4.593, 3.188, 0.859], [-4.634, 5.655, 0.894], [-3.888, 1.401, -2.818], [-3.821, 1.621, -5.270], [-1.726, 1.303, -6.523], [0.742, 0.826, -6.487], [2.785, 0.352, -5.125], [2.569, 0.208, -2.662], [-0.793, -3.034, -3.557], [-0.360, -2.998, -2.170], [-1.424, -2.739, -1.221], [0.933, -2.699, -1.820], [1.226, -1.937, -0.884], [1.902, -3.334, -2.530], [3.284, -2.967, -2.315], [1.717, -4.655, -3.110], [-1.417, -2.158, -3.765], [-1.382, -3.931, -3.761], [0.059, -3.008, -4.230], [-2.184, -3.516, -1.323], [-1.904, -1.772, -1.390], [-1.031, -2.791, -0.204], [3.337, -1.979, -1.866], [3.811, -2.960, -3.271], [3.789, -3.678, -1.651], [0.691, -4.986, -2.991], [2.369, -5.367, -2.598], [1.973, -4.657, -4.172], [0.404, 6.796, 1.728], [0.978, 5.523, 1.341], [0.461, 4.335, 1.827], [0.892, 3.284, 1.038], [0.625, 2.100, 1.315], [1.667, 3.883, 0.002], [1.672, 5.237, 0.215], [2.273, 6.316, -0.610], [-0.089, 4.225, 3.130], [0.541, 4.834, 4.210], [-0.015, 4.716, 5.475], [-1.173, 3.977, 5.658], [-1.781, 3.355, 4.577], [-1.247, 3.476, 3.303], [-0.582, 6.623, 2.154], [0.290, 7.425, 0.847], [1.028, 7.305, 2.462], [2.182, 3.358, -0.784], [2.877, 5.880, -1.400], [2.904, 6.974, -0.011], [1.498, 6.929, -1.076], [1.459, 5.385, 4.059], [0.465, 5.194, 6.318], [-1.605, 3.885, 6.646], [-2.688, 2.783, 4.721], [-1.699, 2.991, 2.451]],
  "forces_ev_per_angstrom": [[0.7721, 0.2056, -0.0110], [-0.0240, -0.0001, 0.0463], [0.1562, 0.0093, -0.1140], [-0.0734, -0.0047, -0.0262], [-0.1174, -0.0575, -0.0082], [0.0736, -0.1503, -0.1227], [0.0740, 0.0582, 0.2145], [-0.0463, 0.1811, 0.0669], [0.1124, -0.0210, -0.0335], [-0.0992, -0.1053, 0.0725], [-0.0204, -0.0201, -0.0080], [-0.0160, 0.0169, 0.0163], [0.0148, 0.0172, 0.0005], [-0.0266, -0.0088, 0.0281], [0.0030, -0.0055, 0.0253], [0.0237, 0.0332, -0.0006], [-0.0157, 0.0103, 0.0277], [-0.0289, 0.0024, -0.0557], [0.0004, -0.0236, 0.0193], [-0.0497, 0.0059, -0.0247], [-0.0040, -0.0532, -0.0161], [0.0081, 0.1178, 0.0206], [-0.0114, -0.1029, 0.0243], [-0.0086, 0.0102, 0.0251], [0.1051, -0.0046, -0.0782], [0.0107, -0.1423, 0.0109], [-0.0654, -0.0261, 0.0368], [0.0118, 0.0029, -0.0228], [-0.0847, 0.1714, -0.0622], [0.0352, -0.0595, -0.0506], [-0.2237, -0.1120, 0.5502], [0.0559, -0.0850, 0.0781], [-0.0002, 0.1143, -0.5370], [0.3150, -0.0745, -0.1413], [-0.0830, 0.0258, 0.0468], [0.0858, -0.0204, -0.0466], [-0.1107, 0.0321, 0.0337], [-0.0007, -0.0180, 0.1211], [-0.0555, 0.0179, -0.0212], [0.1136, -0.0674, -0.0029], [-0.0790, -0.0523, 0.2373], [-0.3364, 0.0594, -0.0220], [0.0130, 0.0052, -0.0055], [0.0034, 0.0059, 0.0045], [-0.0061, -0.0028, -0.0056], [0.0239, 0.0158, -0.0050], [0.0031, 0.0025, 0.0046], [-0.0031, -0.0107, 0.0051], [-0.0063, 0.0150, 0.0094], [-0.0579, 0.0016, 0.0662], [0.0101, -0.0022, -0.0211], [-0.0123, 0.0078, -0.0069], [0.0060, 0.0009, -0.0141], [0.0031, 0.0014, -0.0278], [0.0369, 0.0020, 0.0290], [-0.0288, 0.0366, -0.0754], [0.1438, 0.1757, 0.0819], [0.0648, -0.0589, 0.2125], [-0.1668, -0.2805, 0.0377], [-0.4062, 0.1111, -0.0053], [0.0685, -0.0785, -0.0811], [0.1783, 0.0904, 0.0008], [-0.0235, 0.0098, -0.0794], [0.0049, -0.0223, -0.0099], [0.0128, -0.0013, -0.0015], [0.0259, 0.0020, -0.0006], [-0.0138, 0.0319, -0.0271], [-0.0402, 0.1179, 0.0008], [-0.0091, 0.0414, -0.0614], [0.0007, -0.0276, -0.0413], [0.0101, -0.0083, 0.0273], [-0.0579, 0.0347, -0.0280], [0.0380, -0.0015, 0.0033], [0.0124, 0.0050, -0.0137], [-0.0138, -0.0083, 0.0095], [-0.0638, 0.0528, 0.0226], [0.1270, -0.2151, -0.0012], [-0.0121, -0.0180, -0.1349], [0.0714, 0.2427, 0.1110], [-0.1400, -0.1602, -0.2605], [-0.0019, 0.0819, -0.0148], [-0.1319, -0.1521, 0.0606], [0.0078, 0.0579, -0.0272], [0.0339, 0.0114, 0.0452], [-0.0679, -0.0639, -0.0772], [0.0676, 0.0502, -0.0060], [-0.0539, -0.0292, 0.0860], [-0.0362, -0.0289, -0.0098], [0.0872, 0.0849, -0.0160], [-0.0119, 0.0172, -0.0025], [0.0243, 0.0014, 0.0044], [-0.0432, 0.0189, -0.0071], [-0.0275, -0.0398, 0.0053], [0.0068, -0.0078, -0.0067], [-0.0006, 0.0012, 0.0105], [0.0022, 0.0080, -0.0103], [0.0266, 0.0267, -0.0012], [0.0030, 0.0004, 0.0031], [-0.0029, 0.0059, 0.0106], [-0.0209, -0.0083, 0.0059], [-0.0475, -0.0270, -0.0686]],
  "charge": 1,
  "de_lowest_kj_mol": 0.00,
  "gap_ev": 7.999
}